i:
Computed, not measured: a 2-piece molecular cluster, C2H10Si2 overall, with wB97M-V/def2-TZVPD.

Values from the calculation:
HOMO energy (alpha / beta): -7.60 / -7.61 eV
Multiplicity: 1
Gap between HOMO and LUMO (alpha / beta): 7.4 / 7.4 eV

Last column: natural (NBO) charge in e.
Atoms and positions in Å:
Si1 -1.30 -1.09 -0.56  0.83
Si2 2.21 -0.64 -0.10  0.66
C1 -0.58 1.69 0.48  -0.68
C2 -0.49 0.17 0.63  -0.69
H1 2.95 0.09 0.80  -0.17
H2 -1.29 2.03 -0.30  0.21
H3 -0.87 2.20 1.47  0.22
H4 1.99 -0.04 -1.53  -0.14
H5 2.19 -2.06 -0.18  -0.16
H6 0.40 1.98 0.05  0.22
H7 -1.72 -2.37 0.27  -0.14
H8 -0.43 -0.10 1.61  0.18
H9 -2.65 -0.66 -0.83  -0.19
H10 -0.42 -1.19 -1.80  -0.16

ii:
Computed, not measured: a 2-piece molecular cluster, C2H10Si2 overall, with wB97M-V/def2-TZVPD.

Values from the calculation:
HOMO energy: -8.54 eV
SMILES: C=[SiH2].C[SiH3]
Multiplicity: 1
Gap between HOMO and LUMO: 9.0 eV

Last column: natural (NBO) charge in e.
Atoms and positions in Å:
Si1 3.11 -0.48 -0.26  0.94
Si2 -1.86 0.61 -0.24  0.88
C1 4.00 0.86 0.44  -1.07
C2 -3.18 -0.68 0.22  -1.07
H1 -2.17 1.87 0.43  -0.17
H2 4.16 0.95 1.50  0.23
H3 -4.17 -0.24 0.28  0.24
H4 4.47 1.62 -0.16  0.23
H5 2.48 -1.54 0.52  -0.17
H6 -2.97 -1.14 1.18  0.24
H7 -3.23 -1.48 -0.52  0.24
H8 -1.87 0.81 -1.69  -0.17
H9 2.87 -0.66 -1.68  -0.17
H10 -0.53 0.15 0.18  -0.18

Stability verdict: ii, ahead by 44.1 kcal/mol

i:
Computed, not measured: a 2-piece molecular cluster, CH9N2O overall, with wB97M-V/def2-TZVPD.

Values from the calculation:
HOMO energy: -14.33 eV
Multiplicity: 1
Net charge: +1
Gap between HOMO and LUMO: 11.1 eV

Last column: natural (NBO) charge in e.
Atoms and positions in Å:
O1 2.49 0.65 -1.11  -0.97
N1 -1.95 -0.96 0.64  -0.91
N2 -0.29 0.62 -0.34  -0.75
C1 -0.57 -0.54 0.81  -0.03
H1 -0.34 0.05 1.74  0.21
H2 3.13 0.00 -0.99  0.49
H3 -2.85 -0.43 0.90  0.43
H4 3.12 1.49 -1.16  0.51
H5 -0.51 1.54 -0.06  0.42
H6 0.72 0.68 -0.65  0.48
H7 -2.11 -2.05 0.71  0.43
H8 0.15 -1.48 0.61  0.25
H9 -1.00 0.43 -1.09  0.44

ii:
Computed, not measured: a 2-piece molecular cluster, CH9N2O overall, with wB97M-V/def2-TZVPD.

Values from the calculation:
HOMO energy: -14.16 eV
Multiplicity: 1
Net charge: +1
Gap between HOMO and LUMO: 10.8 eV

Last column: natural (NBO) charge in e.
Atoms and positions in Å:
O1 2.06 1.38 0.65  -0.98
N1 -1.61 -1.44 -0.45  -0.87
N2 -0.51 0.56 0.10  -0.69
C1 -0.33 -0.82 -0.48  -0.04
H1 2.43 2.07 1.21  0.51
H2 -1.80 -2.26 -0.99  0.42
H3 -0.03 -0.70 -1.52  0.22
H4 0.35 1.15 0.17  0.48
H5 -0.91 0.46 1.02  0.42
H6 2.77 0.93 0.18  0.51
H7 -2.12 -1.39 0.42  0.38
H8 0.43 -1.34 0.11  0.20
H9 -1.24 1.02 -0.43  0.44

Stability verdict: ii, ahead by 20.7 kcal/mol

i:
Computed, not measured: C15H23N6O2RuS3 as an isolated structure, with wB97M-V/def2-TZVPD.

Values from the calculation:
HOMO energy (alpha / beta): -14.94 / -15.37 eV
Multiplicity: 2
Net charge: +2
Gap between HOMO and LUMO (alpha / beta): 8.5 / 8.0 eV

Last column: natural (NBO) charge in e.
Atoms and positions in Å:
Ru1 -0.29 -0.02 0.09  0.63
S1 0.67 2.19 0.52  0.51
S2 -0.50 -0.24 2.45  0.46
S3 2.40 -0.51 0.75  0.37
O1 -3.12 2.10 -1.30  -0.54
O2 -1.85 1.21 0.31  -0.74
N1 0.64 -1.98 -0.95  -0.52
N2 1.17 -2.77 -2.99  -0.19
N3 -1.84 -1.53 -0.08  -0.73
N4 1.45 -3.67 -2.04  -0.30
N5 -0.07 0.94 -4.72  -0.31
N6 -0.19 0.44 -2.01  -0.40
C1 -3.20 -1.14 0.41  -0.22
C2 1.10 -0.61 3.24  -0.54
C3 1.13 -3.20 -0.83  0.21
C4 -2.88 1.18 -0.56  0.79
C5 -0.72 1.51 2.89  -0.53
C6 2.48 2.21 0.49  -0.55
C7 0.69 -1.76 -2.30  0.27
C8 -0.49 1.86 -3.87  0.04
C9 0.31 -0.23 -4.24  0.06
C10 -3.78 -0.04 -0.44  -0.55
C11 0.25 -0.49 -2.88  0.10
C12 3.13 1.07 1.26  -0.55
C13 2.08 -1.33 2.33  -0.54
C14 -0.55 1.62 -2.51  0.03
C15 0.34 2.44 2.31  -0.54
H1 -3.10 -0.82 1.45  0.22
H2 -0.79 2.83 -4.27  0.24
H3 3.01 1.20 2.34  0.23
H4 2.81 3.18 0.85  0.27
H5 1.27 -3.77 0.08  0.24
H6 -4.71 0.30 0.00  0.28
H7 4.19 1.05 1.05  0.27
H8 2.73 2.15 -0.57  0.26
H9 0.02 3.47 2.43  0.28
H10 1.84 -4.56 -2.29  0.45
H11 -0.73 1.58 3.98  0.27
H12 -3.84 -2.02 0.39  0.23
H13 0.88 -1.23 4.11  0.27
H14 0.66 -0.99 -4.93  0.24
H15 -1.93 -1.85 -1.04  0.40
H16 -1.52 -2.33 0.45  0.40
H17 1.70 -2.32 2.06  0.24
H18 3.02 -1.49 2.85  0.27
H19 -4.04 -0.38 -1.45  0.25
H20 -0.92 2.37 -1.82  0.26
H21 -1.71 1.76 2.52  0.28
H22 1.29 2.33 2.84  0.23
H23 1.51 0.32 3.61  0.23

ii:
Computed, not measured: C15H23N6O2RuS3 as an isolated structure, with wB97M-V/def2-TZVPD.

Values from the calculation:
HOMO energy (alpha / beta): -15.30 / -15.36 eV
Multiplicity: 2
Net charge: +2
Gap between HOMO and LUMO (alpha / beta): 9.1 / 7.3 eV

Last column: natural (NBO) charge in e.
Atoms and positions in Å:
Ru1 0.28 -0.43 0.18  0.57
S1 -2.15 -0.26 -0.14  0.46
S2 -0.33 -2.52 1.15  0.49
S3 0.27 -1.49 -1.93  0.51
O1 4.21 -1.07 0.77  -0.53
O2 2.08 -1.23 0.32  -0.73
N1 1.38 1.10 -0.78  -0.52
N2 2.93 1.93 -2.03  -0.31
N3 0.47 0.46 2.12  -0.75
N4 -1.34 5.10 -0.35  -0.32
N5 2.05 2.93 -1.89  -0.20
N6 -0.86 2.41 0.12  -0.44
C1 2.54 0.85 -1.38  0.23
C2 -2.48 -1.03 -1.76  -0.54
C3 -0.06 -3.25 -1.56  -0.55
C4 1.85 0.87 2.50  -0.22
C5 3.09 -0.91 1.15  0.78
C6 2.76 -0.34 2.52  -0.55
C7 1.12 2.41 -1.13  0.30
C8 -0.05 3.14 -0.63  0.09
C9 -2.11 -2.80 0.98  -0.55
C10 -0.29 4.49 -0.88  0.06
C11 -2.86 -1.48 0.99  -0.55
C12 0.35 -3.62 -0.14  -0.53
C13 -1.28 -0.94 -2.69  -0.55
C14 -2.14 4.37 0.42  0.03
C15 -1.92 3.02 0.65  -0.01
H1 0.51 -3.85 -2.27  0.28
H2 -2.78 -2.07 -1.61  0.23
H3 0.04 -4.64 0.10  0.27
H4 -1.11 -3.46 -1.74  0.23
H5 1.43 -3.55 0.00  0.28
H6 2.33 -1.12 3.15  0.23
H7 0.15 -0.19 2.84  0.39
H8 0.36 5.07 -1.52  0.24
H9 2.18 1.62 1.79  0.21
H10 -2.81 -1.02 1.98  0.25
H11 3.10 -0.08 -1.33  0.28
H12 -1.07 0.09 -2.98  0.26
H13 3.72 -0.07 2.96  0.28
H14 -1.46 -1.52 -3.60  0.27
H15 -3.91 -1.61 0.75  0.27
H16 -2.60 2.44 1.25  0.21
H17 -2.99 4.87 0.87  0.23
H18 -2.42 -3.44 1.80  0.28
H19 3.78 2.07 -2.55  0.45
H20 -3.34 -0.51 -2.19  0.27
H21 -0.15 1.26 2.18  0.41
H22 1.81 1.34 3.49  0.23
H23 -2.29 -3.34 0.05  0.23

Stability verdict: ii, ahead by 10.4 kcal/mol

i:
Computed, not measured: a 2-piece molecular cluster, CH5N2 overall, with wB97M-V/def2-TZVPD.

Values from the calculation:
HOMO energy: -16.35 eV
Multiplicity: 1
Net charge: +1
Gap between HOMO and LUMO: 10.2 eV

Last column: natural (NBO) charge in e.
Atoms and positions in Å:
N1 -1.20 0.23 -0.27  -0.70
N2 1.13 0.03 0.09  -0.71
C1 -0.08 -0.46 -0.11  0.36
H1 -1.35 1.14 0.02  0.43
H2 2.05 -0.48 0.16  0.46
H3 -1.93 -0.44 -0.16  0.43
H4 -0.05 -1.62 -0.17  0.26
H5 1.44 1.61 0.43  0.48

ii:
Computed, not measured: an isolated ion of composition CH5N2 and charge +1, with wB97M-V/def2-TZVPD.

Values from the calculation:
HOMO energy: -16.58 eV
SMILES: NC=[NH2+]
Multiplicity: 1
Net charge: +1
Gap between HOMO and LUMO: 12.1 eV

Last column: natural (NBO) charge in e.
Atoms and positions in Å:
N1 0.38 0.92 -0.65  -0.73
N2 -0.06 -1.12 0.53  -0.69
C1 -0.36 0.12 0.14  0.41
H1 0.10 1.93 -0.62  0.44
H2 0.79 -1.52 0.36  0.42
H3 -1.31 0.70 0.50  0.26
H4 1.08 0.70 -1.36  0.45
H5 -0.61 -1.73 1.10  0.45

Stability verdict: ii, ahead by 67.4 kcal/mol